(1)
DFT (wB97M-V/def2-TZVPD) results for an isolated molecule of C20H18N4O4 at a distorted geometry.

LUMO energy (eV): -0.08
Charge: 0
SMILES: O=C(Cc1cccc(NC(=O)c2cccc(COc3ccccc3)n2)n1)NO
HOMO-LUMO gap (eV): 8.585
Relative energy (zero: lowest compared OMol25 entry of this formula, charge and spin) (eV): 5.2803

Last column: natural (NBO) charge in e.
Atoms and positions in Å:
O1 -2.886 2.171 3.544  -0.568
O2 2.703 1.979 -1.415  -0.665
O3 2.270 2.489 1.217  -0.556
O4 -0.059 -2.202 -0.779  -0.509
N1 -3.037 2.645 1.382  -0.618
N2 -1.622 -0.306 1.449  -0.393
N3 1.263 2.032 0.377  -0.356
N4 -1.320 2.209 -0.301  -0.521
C1 0.764 -0.283 3.049  -0.189
C2 -1.555 3.384 -2.427  -0.282
C3 1.530 1.879 -0.999  0.627
C4 -2.560 2.603 0.006  0.402
C5 0.451 1.845 -2.074  -0.523
C6 -0.728 -1.233 1.187  0.157
C7 -2.440 1.867 2.435  0.662
C8 -0.281 0.618 3.136  -0.179
C9 2.032 -5.267 -0.982  -0.180
C10 0.929 -3.123 -0.828  0.288
C11 -1.024 -2.392 0.240  -0.096
C12 3.345 -3.291 -1.116  -0.177
C13 -0.865 2.497 -1.549  0.285
C14 2.195 -2.501 -1.022  -0.223
C15 3.211 -4.665 -1.107  -0.265
C16 0.455 -1.199 1.951  -0.183
C17 -3.318 3.453 -0.776  -0.300
C18 0.762 -4.580 -0.767  -0.309
C19 -2.821 3.816 -2.045  -0.133
C20 -1.387 0.801 2.256  0.070
H1 0.233 2.207 0.623  0.436
H2 3.146 2.441 0.797  0.498
H3 -0.147 -5.171 -0.712  0.231
H4 -0.971 3.666 -3.268  0.227
H5 -2.067 -2.281 -0.225  0.209
H6 4.108 -5.312 -1.218  0.214
H7 0.946 2.354 -2.893  0.259
H8 -3.683 3.325 1.682  0.423
H9 1.178 -2.056 1.736  0.215
H10 0.169 0.864 -2.291  0.254
H11 -3.534 4.331 -2.746  0.229
H12 -0.199 1.313 3.982  0.222
H13 1.964 -6.372 -1.027  0.210
H14 2.263 -1.427 -1.093  0.225
H15 -0.988 -3.379 0.683  0.201
H16 4.296 -2.915 -1.165  0.209
H17 -4.387 3.526 -0.508  0.227
H18 1.667 -0.362 3.602  0.241

Cartesian forces, eV/Å:
O 1.241 -0.942 -0.803
O -1.210 -0.526 0.968
O -0.384 0.204 0.756
O -0.708 -0.700 -0.275
N 4.083 -4.475 -1.239
N -1.572 2.909 -1.067
N -1.120 -0.665 -2.947
N -0.510 -0.297 -1.091
C -3.391 -2.322 -4.833
C 0.544 -1.265 1.995
C 2.411 1.421 1.345
C 0.224 2.738 2.271
C -1.031 1.757 3.077
C 0.206 0.497 2.900
C -2.416 2.124 0.999
C -0.247 3.280 1.705
C -4.683 -1.484 0.784
C 0.884 -1.722 -0.413
C -1.772 1.645 -0.672
C -2.874 -0.304 0.240
C -0.539 0.941 -0.774
C 0.353 -1.703 0.114
C 2.805 -0.236 -0.315
C 2.831 -1.515 0.917
C -0.815 -0.992 -2.382
C 3.422 2.152 -0.976
C -1.395 0.033 -0.031
C 1.500 -4.559 -0.136
H 2.080 -0.194 0.098
H -0.648 -0.316 -0.826
H -0.017 0.540 0.127
H -0.324 0.323 -0.964
H 1.416 0.064 0.772
H -0.612 0.626 0.075
H -0.490 -0.003 -0.247
H -0.688 0.662 0.260
H -0.764 1.333 0.311
H -0.103 -1.806 -0.640
H 1.168 -0.210 0.783
H -0.218 0.162 -0.437
H 0.157 0.727 0.080
H -0.201 0.146 0.145
H 0.342 -0.107 0.278
H 2.087 1.312 -0.290
H 0.730 0.594 -0.222
H 0.251 0.152 0.581


(2)
DFT (wB97M-V/def2-TZVPD) results for an isolated molecule of C20H18N4OS at a distorted geometry.

LUMO energy (eV): -1.17
Charge: 0
SMILES: CCCn1c(=C(C#N)C#N)s/c(=C2/C=Cc3ccccc3N2CC)c1=O
HOMO-LUMO gap (eV): 6.798
Relative energy (zero: lowest compared OMol25 entry of this formula, charge and spin) (eV): 2.2463

Last column: natural (NBO) charge in e.
Atoms and positions in Å:
S1 0.587 -1.246 0.683  0.451
O1 1.270 1.950 2.482  -0.576
N1 0.263 0.651 -1.580  -0.477
N2 0.571 -4.858 1.306  -0.291
N3 1.410 -3.410 5.336  -0.320
N4 1.027 -0.240 3.066  -0.418
C1 0.856 1.159 -2.758  0.259
C2 -2.062 1.533 -1.856  -0.633
C3 0.587 1.225 -0.337  0.252
C4 1.600 2.366 -5.185  -0.228
C5 0.837 2.681 -0.330  -0.237
C6 1.514 -0.067 4.459  -0.230
C7 -1.157 0.289 -1.706  -0.203
C8 0.576 0.202 6.803  -0.614
C9 1.234 2.530 -2.753  -0.139
C10 0.253 0.186 5.276  -0.394
C11 1.176 -3.166 4.202  0.280
C12 0.751 -3.952 1.993  0.275
C13 1.300 1.002 -5.151  -0.191
C14 0.719 0.440 0.795  -0.386
C15 1.556 3.148 -4.013  -0.168
C16 0.929 0.385 -3.955  -0.255
C17 0.989 -2.809 2.840  -0.410
C18 0.972 0.825 2.164  0.658
C19 1.147 3.357 -1.500  -0.141
C20 0.871 -1.487 2.393  0.175
H1 -2.039 2.094 -0.919  0.209
H2 1.297 0.406 -6.052  0.221
H3 -0.311 0.527 7.360  0.216
H4 2.137 0.842 4.583  0.239
H5 -3.126 1.252 -1.998  0.222
H6 -1.279 -0.323 -2.574  0.208
H7 -1.716 2.211 -2.659  0.217
H8 1.781 4.214 -4.192  0.221
H9 -0.475 -0.585 5.026  0.199
H10 -0.240 1.104 5.026  0.210
H11 0.662 -0.662 -3.922  0.226
H12 0.916 -0.823 7.119  0.222
H13 1.799 2.864 -6.102  0.215
H14 1.342 0.954 6.965  0.202
H15 1.296 4.427 -1.599  0.227
H16 0.890 3.243 0.586  0.257
H17 2.107 -0.885 4.823  0.236
H18 -1.535 -0.273 -0.864  0.212

Cartesian forces, eV/Å:
S -0.306 -1.780 0.018
O -0.186 0.687 0.759
N 0.203 -0.914 0.711
N -0.004 0.086 0.094
N -0.855 0.637 -3.359
N 0.691 -2.665 -1.477
C 0.046 1.009 -0.690
C -0.075 0.077 0.185
C 0.946 1.163 0.933
C -0.492 0.106 1.588
C 0.890 1.090 -1.676
C -1.186 1.664 -0.023
C -0.933 0.824 -0.401
C -0.391 -0.757 -0.896
C 0.001 1.367 -0.916
C 0.251 -0.978 1.651
C 1.084 -0.254 3.700
C 0.130 0.751 -0.286
C -0.202 -0.057 0.675
C -0.931 0.752 -1.572
C 0.170 -1.310 -0.318
C -0.033 1.202 0.883
C -0.573 0.759 0.180
C 1.073 1.223 0.230
C -0.887 -3.049 0.040
C 0.516 0.195 0.444
H 0.055 0.117 -0.037
H 0.141 0.040 -0.088
H 0.236 -0.339 0.010
H -0.194 -0.452 -0.858
H 0.687 0.036 -0.195
H 0.083 -0.521 -0.531
H -0.279 -0.445 0.266
H -0.168 -0.562 0.852
H -0.026 -0.278 0.245
H 0.111 0.721 -0.470
H -0.021 -0.005 -0.010
H -0.285 1.120 -0.066
H 0.237 0.167 -0.681
H 0.287 -0.084 0.245
H 0.085 -0.161 0.340
H -0.223 -0.277 0.346
H -0.070 -0.633 -0.205
H 0.396 -0.272 0.359


(3)
DFT (wB97M-V/def2-TZVPD) results for the ion C20H18N6O9S with charge -2 at a distorted geometry.

LUMO energy (eV): 4.14
Charge: -2
SMILES: CO[C@@]1(NC(=O)[C@@H](C(=O)[O-])c2ccc(O)cc2)C(=O)N2C(C(=O)[O-])=C(CSc3nnnn3C)CO[C@@H]21
HOMO-LUMO gap (eV): 7.266

Last column: natural (NBO) charge in e.
Atoms and positions in Å:
S1 -4.053 -0.941 -1.830  0.217
O1 2.042 3.469 -0.219  -0.525
O2 2.572 -5.447 0.861  -0.686
O3 4.498 0.750 1.399  -0.771
O4 2.919 1.274 -2.199  -0.630
O5 -2.971 3.762 1.057  -0.705
O6 0.026 0.835 -1.606  -0.508
O7 -3.864 1.768 1.546  -0.771
O8 0.324 2.269 2.270  -0.579
O9 6.276 0.072 0.231  -0.741
N1 -5.995 -2.882 0.791  -0.104
N2 -4.244 -1.708 0.830  -0.166
N3 -5.850 -2.423 -0.439  -0.321
N4 -5.061 -2.465 1.554  -0.079
N5 -0.663 2.238 0.131  -0.446
N6 2.306 1.102 0.003  -0.706
C1 0.224 2.075 -1.014  0.269
C2 3.656 -1.598 -0.371  -0.027
C3 4.250 -3.905 0.058  -0.323
C4 4.114 -0.247 -0.796  -0.470
C5 -2.002 1.879 0.048  0.106
C6 3.062 0.774 -1.098  0.717
C7 0.325 2.240 1.070  0.687
C8 -3.095 -1.060 1.375  -0.471
C9 2.354 -1.891 0.033  -0.200
C10 -2.346 1.165 -1.038  -0.133
C11 1.419 2.213 -0.036  0.309
C12 4.593 -2.631 -0.351  -0.124
C13 -3.764 0.826 -1.339  -0.527
C14 2.949 -4.180 0.455  0.268
C15 -1.313 0.731 -2.057  -0.093
C16 5.085 0.263 0.429  0.815
C17 2.937 3.799 0.829  -0.270
C18 2.003 -3.166 0.437  -0.261
C19 -4.759 -1.677 -0.425  0.135
C20 -3.048 2.541 1.018  0.756
H1 3.743 3.064 0.918  0.206
H2 1.604 -1.117 0.016  0.240
H3 -4.404 1.047 -0.487  0.287
H4 0.993 -3.391 0.744  0.212
H5 5.612 -2.418 -0.641  0.216
H6 2.408 3.867 1.784  0.180
H7 -4.120 1.366 -2.221  0.215
H8 -2.268 -1.119 0.667  0.217
H9 0.141 2.898 -1.739  0.173
H10 3.355 -6.009 0.840  0.465
H11 2.837 0.945 0.878  0.460
H12 4.996 -4.694 0.073  0.186
H13 -3.328 0.004 1.574  0.305
H14 -2.838 -1.558 2.306  0.219
H15 3.353 4.769 0.563  0.175
H16 -1.441 1.321 -2.984  0.159
H17 -1.449 -0.325 -2.308  0.205
H18 4.769 -0.337 -1.668  0.234

Cartesian forces, eV/Å:
S 0.083 0.135 -0.129
O -0.305 -0.223 -0.175
O 0.001 -0.003 0.010
O -0.349 0.349 1.049
O -0.136 0.025 -0.097
O 0.189 0.713 0.052
O 0.101 -0.176 -0.031
O -0.582 -0.326 0.368
O -0.017 -0.052 0.108
O 1.063 -0.241 -0.132
N -0.493 -0.590 0.435
N -1.089 -0.479 -1.308
N 0.148 0.483 -0.879
N 0.431 0.067 1.015
N 0.024 0.087 -0.605
N -0.207 0.369 0.214
C 0.007 0.588 0.149
C -0.308 -0.499 -0.019
C -0.096 -0.181 0.064
C 1.111 0.506 0.445
C -0.814 0.070 0.021
C -0.109 0.065 0.066
C 0.315 0.016 0.413
C 0.595 0.632 0.561
C 0.190 -0.028 -0.165
C 0.339 0.000 0.279
C 0.252 -0.038 -0.512
C -0.097 0.122 -0.024
C -0.169 -0.234 -0.136
C 0.030 0.129 -0.035
C -0.051 -0.042 0.006
C -0.700 -0.244 -1.240
C 0.071 0.010 0.092
C 0.041 -0.510 0.129
C 0.319 0.102 0.534
C 0.581 -0.352 -0.574
H -0.016 0.034 0.009
H -0.069 0.022 0.016
H -0.038 0.087 -0.057
H -0.127 -0.009 0.034
H 0.090 0.071 -0.023
H 0.054 0.030 0.001
H -0.056 0.035 0.040
H -0.040 -0.094 -0.002
H 0.013 -0.157 0.080
H -0.098 0.095 -0.002
H -0.060 -0.047 -0.131
H 0.039 -0.027 -0.007
H 0.125 -0.346 -0.093
H 0.019 -0.097 -0.062
H 0.033 0.005 0.070
H 0.001 -0.088 0.039
H -0.011 0.147 0.003
H -0.229 0.092 0.135


(4)
DFT (wB97M-V/def2-TZVPD) results for a structure of composition C20H19Cl2N2OV at a distorted geometry.

LUMO energy (alpha / beta) (eV): 4.97 / 4.96
Charge: -2
HOMO-LUMO gap (alpha / beta) (eV): 3.266 / 3.335

Last column: natural (NBO) charge in e.
Atoms and positions in Å:
V1 -0.236 -0.593 0.212  1.080
Cl1 5.375 -2.283 3.289  -0.114
Cl2 0.317 -1.810 4.988  -0.088
O1 -0.293 -1.431 2.062  -0.707
N1 -0.047 0.980 -0.337  -0.708
N2 1.399 -1.646 0.030  -0.568
C1 3.620 -1.866 -0.849  -0.237
C2 0.234 5.133 -0.285  -0.321
C3 3.679 -2.081 2.885  -0.131
C4 -2.887 -0.832 -1.382  -0.111
C5 0.353 3.059 -1.512  -0.242
C6 -0.048 3.038 0.869  -0.278
C7 1.912 -1.763 1.290  0.058
C8 0.404 4.430 -1.474  -0.229
C9 -2.688 -0.808 -2.911  -0.600
C10 2.267 -1.709 -1.013  -0.137
C11 3.295 -1.959 1.541  -0.038
C12 0.019 4.405 0.886  -0.202
C13 2.772 -2.059 3.932  -0.253
C14 -3.188 0.596 -0.921  -0.610
C15 0.942 -1.656 2.337  0.307
C16 -4.114 -1.706 -1.062  -0.597
C17 4.171 -2.004 0.431  -0.468
C18 0.082 2.277 -0.342  0.191
C19 1.439 -1.842 3.647  -0.166
C20 -1.657 -1.365 -0.686  -0.487
H1 -1.819 -0.195 -3.144  0.217
H2 -3.287 0.612 0.163  0.207
H3 -2.523 -1.813 -3.300  0.192
H4 0.251 6.218 -0.275  0.183
H5 -0.098 4.942 1.825  0.187
H6 5.236 -2.117 0.576  0.191
H7 -4.110 0.970 -1.380  0.171
H8 -0.220 2.478 1.784  0.209
H9 1.820 -1.629 -2.003  0.175
H10 0.581 4.988 -2.393  0.183
H11 3.090 -2.226 4.951  0.208
H12 4.275 -1.880 -1.715  0.182
H13 -4.270 -1.730 0.014  0.208
H14 0.489 2.539 -2.453  0.196
H15 -1.657 -2.477 -0.742  0.167
H16 -2.348 1.234 -1.180  0.232
H17 -5.019 -1.318 -1.534  0.177
H18 -3.950 -2.723 -1.409  0.192
H19 -3.564 -0.382 -3.410  0.173

Cartesian forces, eV/Å:
V -0.261 -3.009 0.587
Cl 0.185 -0.053 -0.003
Cl -0.307 0.016 0.195
O -1.479 1.138 -1.402
N -0.182 -0.353 0.275
N -1.920 0.448 -0.195
C -0.965 0.096 -0.227
C -0.043 0.035 -0.030
C -0.101 -0.117 0.150
C -0.264 0.322 -0.317
C -0.238 -0.920 0.251
C -0.069 -0.796 -0.262
C -0.379 -0.005 1.994
C 0.046 0.644 0.046
C 0.010 0.008 0.270
C 1.476 -0.321 -2.072
C 0.503 0.062 -0.277
C 0.042 0.621 -0.055
C -0.435 0.093 -0.251
C 0.050 -0.176 -0.101
C 2.561 -0.655 0.234
C 0.330 0.113 0.017
C 0.518 0.007 0.507
C 0.360 2.936 -0.077
C 0.278 -0.082 0.503
C 0.180 -0.334 0.035
H 0.083 0.013 -0.067
H -0.082 0.076 0.116
H 0.062 -0.079 -0.016
H 0.056 -0.036 0.026
H -0.008 -0.097 -0.031
H -0.032 0.002 0.031
H -0.023 0.077 -0.015
H 0.015 0.036 -0.089
H 0.105 0.039 0.186
H -0.001 -0.101 0.047
H 0.026 0.084 0.014
H -0.159 -0.052 -0.089
H -0.048 -0.060 0.179
H -0.007 -0.082 0.028
H 0.345 0.361 0.128
H -0.027 0.195 -0.032
H -0.074 0.071 -0.096
H -0.006 -0.208 -0.030
H -0.123 0.043 -0.088


(5)
DFT (wB97M-V/def2-TZVPD) results for a structure of composition C20H19F3N5O4S3Tc at a distorted geometry.

LUMO energy (alpha / beta) (eV): -4.57 / -5.07
Expectation value of S²: 0.976
Charge: +1
Spin multiplicity: 2
HOMO-LUMO gap (alpha / beta) (eV): 6.415 / 5.841
Relative energy (zero: lowest compared OMol25 entry of this formula, charge and spin) (eV): 0.7904

Last column: Mulliken spin population.
Atoms and positions in Å:
Tc1 0.032 0.077 0.843  0.106
S1 0.068 -4.168 -1.199  0.089
S2 0.907 -3.492 1.555  0.119
S3 2.386 -0.500 1.449  -0.017
F1 4.001 -1.741 3.995  0.000
F2 4.265 -0.360 5.638  0.000
F3 4.645 0.288 3.612  0.000
O1 0.750 1.632 -0.142  0.005
O2 -2.669 0.348 1.813  -0.126
O3 1.766 0.337 -1.743  0.001
O4 0.822 0.616 -4.264  0.002
N1 -0.269 -1.331 -1.435  0.587
N2 0.068 -1.703 -0.207  -0.010
N3 -1.985 0.370 0.805  -0.005
N4 -0.467 0.066 -1.182  0.011
N5 0.457 0.280 2.900  -0.009
C1 -2.257 0.411 -2.924  0.008
C2 3.839 -0.461 4.372  -0.002
C3 -0.249 0.672 3.977  0.019
C4 -2.655 0.532 -0.443  0.031
C5 -1.839 0.379 -1.499  -0.021
C6 0.664 1.142 -1.405  0.038
C7 0.476 -5.230 1.249  0.002
C8 1.764 -0.066 2.995  0.003
C9 -0.007 2.751 -4.766  -0.002
C10 0.407 1.826 -3.813  0.004
C11 0.778 -5.515 -0.208  0.002
C12 0.331 0.735 5.216  -0.005
C13 -0.592 4.311 -3.021  -0.001
C14 2.399 -0.039 4.245  -0.005
C15 0.315 2.147 -2.454  0.003
C16 1.674 0.368 5.344  0.014
C17 -4.119 0.800 -0.477  -0.002
C18 -0.504 3.978 -4.370  0.004
C19 0.329 -2.981 0.020  0.149
C20 -0.183 3.393 -2.073  -0.005
H1 -0.821 4.688 -5.123  0.000
H2 2.559 0.833 -1.491  0.000
H3 0.315 -6.442 -0.542  0.000
H4 -4.312 1.850 -0.703  0.001
H5 -3.298 0.112 -3.030  0.001
H6 1.088 -5.837 1.914  0.000
H7 -0.245 1.057 6.071  0.000
H8 0.072 2.481 -5.810  0.000
H9 -1.288 0.919 3.806  0.001
H10 -4.604 0.195 -1.240  0.000
H11 -0.239 3.625 -1.018  -0.001
H12 -1.626 -0.245 -3.522  -0.001
H13 -4.566 0.573 0.487  0.000
H14 1.311 0.161 -3.560  0.001
H15 -0.577 -5.385 1.483  0.006
H16 1.850 -5.557 -0.397  0.004
H17 -0.970 5.277 -2.718  0.000
H18 -2.154 1.425 -3.320  -0.002
H19 2.156 0.399 6.312  0.000

Cartesian forces, eV/Å:
Tc -0.765 0.044 0.826
S 0.019 0.044 0.035
S -0.056 0.023 0.006
S 0.052 0.218 -0.086
F 0.000 -0.024 -0.008
F 0.001 -0.002 0.007
F 0.015 0.017 -0.011
O 0.198 0.004 -0.284
O -0.030 0.005 0.049
O 0.046 0.023 -0.146
O 0.017 -0.030 0.013
N 0.214 -0.065 0.195
N 0.118 0.011 -0.159
N 0.255 0.225 -0.058
N -0.245 -0.055 -0.220
N 0.166 -0.190 -0.126
C -0.013 0.004 0.010
C -0.028 0.008 -0.001
C 0.000 -0.023 -0.026
C -0.037 -0.044 -0.019
C 0.052 0.022 -0.167
C -0.039 -0.029 0.231
C 0.011 -0.015 -0.012
C 0.037 -0.060 -0.036
C 0.012 -0.018 -0.004
C 0.026 0.020 -0.032
C 0.006 -0.035 0.011
C 0.026 -0.003 0.025
C 0.006 -0.018 -0.021
C -0.008 0.021 0.030
C -0.011 0.061 0.023
C -0.012 0.007 -0.013
C 0.001 0.023 0.015
C -0.005 0.018 0.011
C -0.033 -0.175 -0.064
C -0.010 -0.014 0.004
H 0.000 -0.001 0.003
H -0.008 -0.032 0.056
H 0.006 0.000 -0.003
H 0.000 -0.003 0.001
H 0.009 -0.016 0.005
H 0.001 -0.006 -0.008
H 0.013 -0.003 0.007
H -0.002 0.004 0.002
H 0.004 0.000 -0.027
H -0.001 0.008 -0.007
H 0.003 -0.005 0.000
H 0.011 0.010 -0.007
H 0.005 -0.009 0.004
H 0.009 0.030 -0.029
H -0.002 0.013 0.006
H 0.002 0.011 -0.007
H 0.000 0.000 -0.002
H -0.028 -0.004 0.000
H -0.007 0.002 0.006


> Which of these has the highest charge?

C20H19F3N5O4S3Tc